Below is C35H44FN3O6PtS5Si as an isolated structure, with properties calculated with the ωB97M-V functional and the def2-TZVPD basis.

- Relative energy (zero: lowest compared OMol25 entry of this formula, charge and spin): 18.0 kJ/mol
- Maximum force: 0.004 Eh/bohr
- HOMO-LUMO gap (alpha / beta): 3.27 / 5.39 eV
- HOMO (alpha / beta): -4.52 / -7.46 eV
- E_LUMO (alpha / beta): -0.0460 / -0.0763 hartree
- ⟨S²⟩: 6.07

```
! wB97M-V def2-TZVPD RIJCOSX def2/J DEFGRID3
* xyz 0 5
Pt 1.26030 0.86132 1.12079
O -3.85048 3.71306 4.70973
C -2.94829 3.26538 4.06415
S -2.29101 4.02473 2.60676
C -1.06255 2.82587 2.25353
C -0.99626 1.74405 3.13664
S 0.08128 0.43806 3.04612
S -2.12258 1.74136 4.47114
S -0.06813 3.05798 0.92800
C -1.42126 2.25755 -5.92308
C -0.61295 0.99553 -5.65246
N -0.52614 0.67996 -4.23553
C 0.58315 1.06508 -3.55161
C 0.77633 0.89168 -2.22005
C 2.12421 1.38915 -1.74135
O 2.92211 1.80484 -2.56828
O 2.42316 1.37545 -0.47687
C -0.27625 0.23812 -1.46940
O -0.25727 -0.00585 -0.20387
C -1.42572 -0.18334 -2.18169
C -2.48107 -0.85611 -1.48264
C -3.59781 -1.22076 -2.17474
F -4.60740 -1.88076 -1.52567
C -3.78533 -0.97105 -3.52619
C -2.73445 -0.33394 -4.23990
C -1.58146 0.05020 -3.57787
N -4.96293 -1.41615 -4.20894
C -5.16838 -2.85925 -4.24921
C -6.00165 -3.16735 -5.50906
N -6.66982 -1.87998 -5.90495
C -7.32979 -1.24486 -4.71650
C -6.19379 -0.75136 -3.79625
H -1.49287 2.44311 -6.99597
H -0.93982 3.11838 -5.45832
H -2.42842 2.17440 -5.51456
H 0.40627 1.11904 -6.01637
H -1.03177 0.13432 -6.17727
H 1.36589 1.53640 -4.12943
H -2.38117 -1.05250 -0.42634
H -2.88316 -0.13316 -5.29092
H -5.67545 -3.23051 -3.35042
H -4.20321 -3.35421 -4.31462
H -6.78419 -3.90584 -5.34521
H -5.38384 -3.47326 -6.35126
H -7.31184 -2.01260 -6.68186
H -5.90505 -1.25100 -6.17460
H -7.94736 -2.01410 -4.25686
H -7.96993 -0.43857 -5.06667
H -6.46150 -0.96134 -2.75530
H -6.05008 0.32282 -3.90372
O 3.05512 3.97214 8.67173
C 3.53843 4.77040 7.69500
O 4.01005 5.83689 7.96540
C 3.41959 4.26238 6.28963
C 2.47113 3.31303 5.90987
C 2.40641 2.87865 4.60116
C 3.28982 3.39667 3.63844
S 3.22422 2.87493 2.00529
C 4.23134 4.36787 4.03136
C 4.29162 4.79430 5.34005
H 2.79822 3.11533 8.31117
H 1.75202 2.92335 6.62184
H 1.67623 2.13858 4.30129
H 4.90222 4.77096 3.28467
H 5.00403 5.54485 5.65348
C 2.75037 -1.66900 -0.66771
Si 2.36348 -1.26174 1.12811
C 1.30276 -2.74294 1.77638
C 1.88594 -4.05216 1.21300
C 1.28007 -2.86679 3.30475
C -0.14159 -2.66069 1.26555
C 4.03850 -1.08625 2.05422
C 4.77870 -2.42318 2.19570
C 4.93237 -0.16268 1.21202
C 3.86286 -0.48128 3.45066
H 3.34562 -2.58347 -0.73190
H 3.30924 -0.86650 -1.14679
H 1.82835 -1.82614 -1.23346
H 2.93276 -4.20582 1.47511
H 1.80016 -4.09345 0.12641
H 1.31735 -4.89661 1.61966
H 2.26954 -3.08041 3.71199
H 0.62473 -3.69827 3.59053
H 0.90041 -1.97301 3.79957
H -0.18412 -2.59266 0.17709
H -0.67758 -1.79810 1.65929
H -0.67932 -3.56682 1.57174
H 4.91765 -2.91818 1.23156
H 4.26932 -3.11682 2.86589
H 5.77586 -2.23933 2.61293
H 5.22722 -0.64178 0.27637
H 5.84762 0.06968 1.76899
H 4.44685 0.77719 0.94531
H 3.31315 -1.14676 4.11889
H 3.32641 0.46738 3.41439
H 4.84457 -0.29372 3.90232
*
```

Löwdin population analysis, charges in e, atoms 1 to 5:
1 Pt 0.7252
2 O -0.0404
3 C -1.0107
4 S 0.9787
5 C -1.1435

Below is C3H7N3 in the gas phase, with properties calculated with the ωB97M-V functional and the def2-TZVPD basis.

- SMILES: NC[C@@H]1N=C1N
- Relative energy (zero: lowest compared OMol25 entry of this formula, charge and spin): 191.1 kJ/mol
- Maximum force: 0.013 Eh/bohr
- HOMO-LUMO gap: 10.07 eV
- HOMO: -9.31 eV
- E_LUMO: 0.0278 hartree

```
! wB97M-V def2-TZVPD RIJCOSX def2/J DEFGRID3
* xyz 0 1
N 0.91789 0.49452 -1.68383
C 1.15045 -0.24769 -0.44516
C 0.42871 0.44195 0.69485
N -2.14470 -0.37586 1.14672
C -0.77625 -0.10843 1.26026
N 0.18716 -0.34684 2.01908
H 1.56179 0.20329 -2.41345
H -0.02158 0.31360 -2.02464
H 2.22789 -0.25618 -0.25128
H 0.82760 -1.30320 -0.48233
H 0.63299 1.51385 0.77462
H -2.32494 -0.82681 0.25519
H -2.66701 0.49779 1.14997
*
```

natural (NBO) population analysis, charges in e, atoms 1 to 5:
1 N -0.8299
2 C -0.2434
3 C -0.1645
4 N -0.8430
5 C 0.3668

> The highest relative energy (zero: lowest compared OMol25 entry of this formula, charge and spin) belongs to which entry?

C3H7N3